Molecular formula: C59H64F3N10O2
Method: DFT, wB97M-V/def2-TZVPD

The geometry in ORCA input format:
```
! wB97M-V def2-TZVPD RIJCOSX def2/J DEFGRID3
* xyz 1 1
C -4.45 -3.54 -1.30
C -3.32 -2.70 -1.90
C -2.91 -1.51 -1.00
C -1.59 -1.69 -0.23
C -0.78 -0.38 -0.01
C -1.74 -2.42 1.09
C -2.62 -2.04 2.12
C -3.52 -0.83 2.03
O -3.23 0.16 1.47
O -4.71 -0.98 2.67
C -2.68 -2.72 3.34
C -1.84 -3.79 3.53
N -1.00 -4.15 2.57
C -0.91 -3.53 1.37
C 0.15 -4.08 0.45
C -0.37 -4.91 -0.73
C -0.97 -6.25 -0.34
F -1.05 -6.44 0.99
F -2.21 -6.39 -0.84
F -0.25 -7.26 -0.85
H -5.10 -3.93 -2.07
H -4.09 -4.36 -0.68
H -5.09 -2.93 -0.66
H -3.72 -2.25 -2.81
H -2.48 -3.30 -2.22
H -3.76 -1.27 -0.38
H -2.76 -0.65 -1.65
H -0.96 -2.30 -0.85
H -0.87 -0.05 1.02
H -1.17 0.42 -0.63
H 0.27 -0.55 -0.21
H -4.75 -0.36 3.41
H -3.36 -2.38 4.10
H -1.88 -4.33 4.46
H -0.38 -4.92 2.75
H 0.73 -3.24 0.08
H 0.84 -4.67 1.04
H -1.10 -4.33 -1.28
H 0.46 -5.08 -1.40
N -2.71 3.26 4.40
C -2.02 4.34 4.76
C -1.07 4.95 3.95
C -0.83 4.42 2.69
C -1.54 3.30 2.30
C -2.47 2.76 3.18
H -2.24 4.73 5.75
H -0.54 5.83 4.29
H -0.10 4.86 2.03
H -1.39 2.84 1.33
H -3.04 1.89 2.91
N 0.40 -2.25 5.38
C 0.91 -1.92 6.56
C 1.12 -0.61 6.97
C 0.79 0.42 6.10
C 0.27 0.09 4.86
C 0.10 -1.25 4.55
H 1.15 -2.75 7.22
H 1.53 -0.40 7.95
H 0.94 1.45 6.38
H 0.00 0.86 4.14
H -0.31 -1.54 3.59
N 1.34 6.81 1.87
C 2.67 6.74 1.78
C 3.53 7.74 2.20
C 2.98 8.89 2.74
C 1.60 8.99 2.86
C 0.84 7.92 2.41
H 3.06 5.82 1.34
H 4.60 7.62 2.10
H 3.62 9.70 3.08
H 1.13 9.86 3.28
H -0.25 7.95 2.48
N -2.53 -0.90 -4.80
C -2.50 0.41 -5.08
C -3.04 0.96 -6.23
C -3.63 0.11 -7.15
C -3.66 -1.25 -6.88
C -3.10 -1.70 -5.70
H -2.03 1.04 -4.33
H -3.00 2.03 -6.40
H -4.06 0.50 -8.06
H -4.11 -1.95 -7.57
H -3.11 -2.75 -5.44
N -0.15 -4.71 -4.23
C -0.11 -3.97 -5.33
C 0.93 -4.02 -6.25
C 1.99 -4.88 -6.01
C 1.96 -5.67 -4.86
C 0.87 -5.54 -4.02
H -0.94 -3.30 -5.48
H 0.92 -3.39 -7.13
H 2.82 -4.95 -6.70
H 2.75 -6.36 -4.63
H 0.81 -6.15 -3.12
N 1.84 4.15 -2.59
C 0.73 3.45 -2.85
C -0.47 3.65 -2.18
C -0.52 4.62 -1.19
C 0.62 5.35 -0.91
C 1.77 5.08 -1.64
H 0.82 2.70 -3.62
H -1.34 3.06 -2.43
H -1.44 4.80 -0.64
H 0.62 6.11 -0.14
H 2.68 5.63 -1.45
N -0.40 9.76 5.14
C -0.94 10.74 5.86
C -1.31 10.61 7.19
C -1.11 9.40 7.82
C -0.54 8.36 7.09
C -0.21 8.59 5.76
H -1.09 11.68 5.33
H -1.75 11.45 7.72
H -1.38 9.26 8.85
H -0.36 7.39 7.54
H 0.25 7.81 5.16
N 4.10 1.34 -0.93
C 4.16 2.04 -2.06
C 5.15 1.86 -3.02
C 6.12 0.90 -2.79
C 6.07 0.16 -1.62
C 5.04 0.42 -0.73
H 3.38 2.79 -2.21
H 5.15 2.46 -3.92
H 6.91 0.73 -3.52
H 6.81 -0.59 -1.40
H 4.96 -0.14 0.20
N 3.03 -8.96 -4.27
C 4.19 -9.61 -4.39
C 4.29 -10.96 -4.66
C 3.12 -11.70 -4.80
C 1.91 -11.04 -4.67
C 1.91 -9.68 -4.41
H 5.08 -9.00 -4.27
H 5.26 -11.43 -4.75
H 3.16 -12.76 -5.00
H 0.97 -11.58 -4.77
H 0.98 -9.13 -4.31
*
```

Calculated values
orbital gap = 6.912 eV
lowest unoccupied orbital energy = -3.96 eV



Molecular formula: C59H66N5O2
Method: DFT, wB97M-V/def2-TZVPD

The geometry in ORCA input format:
```
! wB97M-V def2-TZVPD RIJCOSX def2/J DEFGRID3
* xyz 1 1
C -1.41 -0.64 6.51
N -0.19 -0.99 5.80
C -0.15 -1.49 4.54
C 1.20 -1.72 4.14
C 1.56 -2.19 2.87
C 2.91 -2.66 2.58
C 4.01 -1.78 2.62
C 5.31 -2.28 2.66
C 5.54 -3.66 2.62
C 4.46 -4.54 2.41
C 3.16 -4.04 2.36
C 2.01 -1.37 5.32
C 3.35 -1.48 5.68
C 3.77 -1.05 6.96
C 2.85 -0.55 7.90
C 1.49 -0.49 7.58
C 1.11 -0.89 6.31
H -1.17 -0.08 7.42
H -2.04 -0.02 5.86
H -1.97 -1.54 6.79
H -1.05 -1.71 3.98
H 0.75 -2.47 2.20
H 3.82 -0.70 2.68
H 6.16 -1.59 2.73
H 6.55 -4.06 2.74
H 4.63 -5.61 2.30
H 2.30 -4.70 2.24
H 4.05 -1.94 4.99
H 4.82 -1.11 7.23
H 3.19 -0.22 8.88
H 0.73 -0.16 8.30
C 0.35 3.57 -2.73
C 1.76 3.71 -2.17
C 2.69 2.77 -2.93
C 2.14 5.18 -2.46
C 1.90 3.39 -0.66
C 3.09 3.83 -0.08
C 3.28 3.80 1.30
C 2.28 3.26 2.11
C 1.13 2.69 1.57
C 0.09 2.07 2.55
C -1.32 2.63 2.40
C 0.46 2.26 4.03
C 0.09 0.58 2.28
C 1.01 2.63 0.15
N -0.04 1.82 -0.47
C -0.02 0.52 -0.95
C 0.95 -0.42 -0.65
C 1.19 -1.65 -1.40
C 0.66 -2.92 -1.03
C 0.62 -3.95 -1.95
C 1.22 -3.77 -3.21
N 0.75 -4.49 -4.35
O 1.10 -4.06 -5.49
O -0.02 -5.47 -4.19
C 2.07 -2.66 -3.44
C 2.06 -1.63 -2.53
N -1.24 0.37 -1.61
C -1.74 -0.80 -2.31
C -2.53 -1.76 -1.63
C -3.20 -1.69 -0.21
C -4.72 -1.84 -0.37
C -2.98 -0.43 0.59
C -2.62 -2.84 0.62
C -2.83 -2.96 -2.29
C -2.33 -3.25 -3.54
C -1.63 -2.27 -4.23
C -1.44 -0.99 -3.69
C -0.92 0.11 -4.67
C -0.91 -0.35 -6.14
C 0.51 0.48 -4.30
C -1.80 1.36 -4.65
C -1.98 1.55 -1.40
C -3.34 1.86 -1.83
C -4.25 0.97 -2.47
C -5.50 1.44 -2.90
C -5.86 2.78 -2.71
C -4.98 3.66 -2.06
C -3.75 3.20 -1.61
N -1.26 2.43 -0.72
H -0.39 4.15 -2.16
H 0.33 3.91 -3.78
H 0.04 2.53 -2.74
H 3.73 2.90 -2.62
H 2.42 1.72 -2.71
H 2.62 2.92 -4.01
H 3.20 5.39 -2.31
H 1.90 5.41 -3.51
H 1.55 5.85 -1.83
H 3.89 4.23 -0.71
H 4.18 4.22 1.75
H 2.42 3.27 3.19
H -1.71 2.53 1.38
H -2.00 2.10 3.08
H -1.33 3.70 2.66
H 1.39 1.75 4.30
H 0.54 3.33 4.27
H -0.33 1.84 4.67
H 1.11 0.17 2.34
H -0.56 0.04 2.96
H -0.25 0.36 1.27
H 1.72 -0.08 0.04
H 0.29 -3.06 -0.01
H 0.07 -4.87 -1.76
H 2.65 -2.63 -4.36
H 2.70 -0.75 -2.66
H -5.01 -2.78 -0.84
H -5.21 -1.78 0.61
H -5.11 -1.01 -0.99
H -1.92 -0.20 0.70
H -3.51 0.43 0.17
H -3.39 -0.59 1.61
H -1.54 -2.69 0.75
H -3.08 -2.87 1.61
H -2.77 -3.82 0.15
H -3.45 -3.71 -1.78
H -2.48 -4.24 -3.98
H -1.26 -2.51 -5.23
H -1.90 -0.67 -6.47
H -0.61 0.50 -6.77
H -0.19 -1.15 -6.32
H 0.55 0.75 -3.24
H 1.18 -0.38 -4.44
H 0.87 1.32 -4.91
H -1.73 1.90 -3.70
H -1.48 2.06 -5.44
H -2.85 1.10 -4.81
H -3.97 -0.06 -2.66
H -6.18 0.75 -3.40
H -6.82 3.14 -3.08
H -5.24 4.70 -1.90
H -3.04 3.85 -1.09
*
```

Calculated values
orbital gap = 4.331 eV
lowest unoccupied orbital energy = -4.85 eV



Molecular formula: C59H73AsBN9P2PbSe2
Method: DFT, wB97M-V/def2-TZVPD

The geometry in ORCA input format:
```
! wB97M-V def2-TZVPD RIJCOSX def2/J DEFGRID3
* xyz 0 1
Pb 0.23 -0.43 -0.24
C 1.54 4.98 -1.83
C 0.69 3.76 -1.93
C -0.44 3.58 -2.70
C -0.84 2.25 -2.49
N -0.01 1.68 -1.62
N 0.92 2.60 -1.28
B 2.21 2.25 -0.50
N 2.93 1.08 -1.22
N 2.37 -0.14 -1.48
C 3.21 -0.80 -2.29
C 4.33 0.01 -2.54
C 4.11 1.18 -1.85
C 5.00 2.38 -1.80
C 3.00 -2.18 -2.87
C 3.75 -3.21 -2.01
C 1.51 -2.53 -2.97
C 3.59 -2.21 -4.28
N 1.99 1.96 1.01
N 1.37 0.85 1.50
C 1.55 0.84 2.83
C 2.29 1.97 3.19
C 2.55 2.65 2.02
C 3.32 3.92 1.88
C 1.11 -0.26 3.78
C 0.47 -1.42 3.03
C 2.36 -0.77 4.51
C 0.12 0.29 4.81
C -2.00 1.56 -3.17
C -2.22 2.18 -4.55
C -1.71 0.06 -3.36
C -3.27 1.75 -2.33
H 1.08 5.77 -2.42
H 1.61 5.33 -0.80
H 2.54 4.80 -2.21
H -0.89 4.32 -3.34
H 2.92 3.20 -0.55
H 5.18 -0.22 -3.15
H 5.91 2.18 -2.36
H 4.51 3.25 -2.25
H 5.27 2.64 -0.78
H 3.33 -3.27 -1.01
H 3.69 -4.20 -2.47
H 4.80 -2.93 -1.94
H 1.04 -2.58 -1.99
H 0.99 -1.78 -3.58
H 1.39 -3.50 -3.45
H 4.68 -2.09 -4.26
H 3.38 -3.17 -4.75
H 3.17 -1.42 -4.91
H 2.60 2.26 4.18
H 3.57 4.29 2.87
H 4.25 3.75 1.33
H 2.75 4.68 1.35
H 1.18 -1.84 2.32
H 0.18 -2.20 3.73
H -0.43 -1.09 2.51
H 3.11 -1.12 3.80
H 2.81 0.02 5.12
H 2.09 -1.59 5.17
H -0.81 0.59 4.32
H -0.11 -0.49 5.54
H 0.53 1.15 5.34
H -1.29 2.18 -5.13
H -2.97 1.61 -5.10
H -2.57 3.21 -4.47
H -0.84 -0.08 -4.00
H -1.54 -0.44 -2.41
H -2.57 -0.42 -3.84
H -3.45 2.82 -2.17
H -4.13 1.33 -2.84
H -3.17 1.26 -1.36
Se 0.02 -7.37 3.16
P -0.42 -6.91 1.17
C 0.74 -7.64 -0.05
C 1.33 -8.86 0.26
C 2.23 -9.45 -0.62
C 2.54 -8.82 -1.82
C 1.95 -7.60 -2.13
C 1.05 -7.02 -1.25
C -2.03 -7.62 0.71
C -2.26 -8.95 1.06
C -3.49 -9.53 0.81
C -4.51 -8.79 0.23
C -4.29 -7.46 -0.11
C -3.05 -6.89 0.13
C -0.30 -5.13 0.81
C -0.92 -3.92 0.46
N 0.08 -3.01 0.32
N 1.22 -3.61 0.59
N 1.02 -4.86 0.89
P -2.58 -3.29 0.26
Se -2.79 -1.16 0.33
C -3.56 -3.96 1.64
C -2.93 -4.50 2.75
C -3.68 -4.85 3.86
C -5.05 -4.66 3.87
C -5.68 -4.12 2.76
C -4.94 -3.76 1.64
C -3.19 -3.86 -1.36
C -4.41 -3.39 -1.85
C -4.83 -3.76 -3.12
C -4.03 -4.57 -3.92
C -2.81 -5.02 -3.44
C -2.40 -4.67 -2.16
H 1.10 -9.33 1.21
H 2.69 -10.39 -0.37
H 3.25 -9.27 -2.50
H 2.19 -7.10 -3.06
H 0.63 -6.05 -1.50
H -1.47 -9.52 1.54
H -3.67 -10.57 1.07
H -5.48 -9.24 0.04
H -5.08 -6.87 -0.56
H -2.87 -5.87 -0.16
H -1.86 -4.67 2.75
H -3.18 -5.28 4.73
H -5.63 -4.92 4.75
H -6.75 -3.97 2.76
H -5.43 -3.32 0.79
H -5.00 -2.71 -1.26
H -5.77 -3.39 -3.50
H -4.36 -4.84 -4.91
H -2.18 -5.65 -4.05
H -1.45 -5.03 -1.79
C -3.85 3.66 3.23
As -2.27 2.56 2.80
C -0.98 3.71 3.74
C -2.04 3.18 0.92
C -1.86 4.64 0.74
C -2.94 5.49 0.46
C -2.76 6.86 0.35
C -1.50 7.42 0.51
C -0.42 6.59 0.77
C -0.60 5.22 0.89
H -3.67 4.71 3.00
H -4.09 3.56 4.29
H -4.70 3.31 2.65
H -0.99 4.73 3.37
H 0.03 3.30 3.64
H -1.24 3.71 4.80
H -2.93 2.81 0.40
H -1.17 2.63 0.52
H -3.92 5.06 0.33
H -3.61 7.50 0.15
H -1.36 8.49 0.43
H 0.57 7.02 0.88
H 0.25 4.57 1.10
*
```

Calculated values
orbital gap = 7.799 eV
lowest unoccupied orbital energy = 0.28 eV



Molecular formula: C5H10
Method: DFT, wB97M-V/def2-TZVPD

The geometry in ORCA input format:
```
! wB97M-V def2-TZVPD RIJCOSX def2/J DEFGRID3
* xyz -1 2
C 1.95 -1.10 -0.44
C 0.65 -0.76 0.33
C 0.07 0.65 -0.13
C -1.29 0.73 0.46
C -2.52 1.13 -0.05
H 2.45 -2.03 -0.19
H 2.65 -0.23 -0.41
H 1.68 -1.17 -1.51
H 1.01 -0.67 1.35
H -0.21 -1.45 0.28
H 0.73 1.34 0.44
H 0.18 0.90 -1.19
H -1.32 0.28 1.45
H -2.78 1.03 -1.09
H -3.25 1.34 0.72
*
```

Calculated values
orbital gap (spin up / spin down) = 2.928 / 8.626 eV
energy relative to the best compared isomer or geometry (same formula, charge and spin) = 22.3 kcal/mol
lowest unoccupied orbital energy (spin up / spin down) = 4.40 / 4.36 eV



Molecular formula: C5H10
Method: DFT, wB97M-V/def2-TZVPD

The geometry in ORCA input format:
```
! wB97M-V def2-TZVPD RIJCOSX def2/J DEFGRID3
* xyz -1 2
C -0.71 0.59 0.53
C 0.61 1.02 -0.07
C 1.59 0.23 0.37
C 2.52 0.59 -0.60
C 1.69 -0.55 1.56
H -0.93 -0.49 0.36
H -0.64 0.69 1.63
H -1.61 1.08 0.18
H 0.59 1.85 -0.88
H -5.90 -2.37 -2.31
H 3.07 1.57 -0.54
H 2.52 0.27 -1.65
H -6.27 -2.83 -2.85
H 2.54 -1.15 1.81
H 0.92 -0.48 2.44
*
```

Calculated values
orbital gap (spin up / spin down) = 4.947 / 4.955 eV
energy relative to the best compared isomer or geometry (same formula, charge and spin) = 83.2 kcal/mol
lowest unoccupied orbital energy (spin up / spin down) = 4.01 / 4.00 eV



Molecular formula: C5H10
Method: DFT, wB97M-V/def2-TZVPD

The geometry in ORCA input format:
```
! wB97M-V def2-TZVPD RIJCOSX def2/J DEFGRID3
* xyz 0 1
C 0.23 -1.70 0.38
C 0.42 -0.45 1.21
C -0.20 1.04 0.38
C -0.99 0.82 -0.85
C 0.43 1.34 -0.98
H 1.14 -2.13 -0.05
H -0.43 -2.47 0.81
H -0.46 -1.38 -0.63
H -0.13 -0.47 2.16
H 1.46 -0.14 1.34
H -0.36 1.76 1.19
H -1.93 1.25 -1.21
H -1.00 -0.37 -1.08
H 1.13 0.57 -1.31
H 0.69 2.34 -1.36
*
```

Calculated values
orbital gap = 11.270 eV
energy relative to the best compared isomer or geometry (same formula, charge and spin) = 69.8 kcal/mol
SMILES string = CCC1CC1
lowest unoccupied orbital energy = 1.32 eV



Molecular formula: C5H10
Method: DFT, wB97M-V/def2-TZVPD

The geometry in ORCA input format:
```
! wB97M-V def2-TZVPD RIJCOSX def2/J DEFGRID3
* xyz 0 1
C -2.75 0.28 -0.37
C -1.99 -0.52 0.29
C 1.38 -1.21 -0.04
C 1.11 1.24 0.30
C 0.68 0.01 -0.44
H -3.92 0.22 -0.13
H -2.26 0.88 -1.03
H -2.20 -1.21 1.00
H 2.32 -1.56 -0.60
H 0.83 -2.04 -0.04
H 1.65 -1.22 0.97
H 0.30 1.77 0.62
H 1.81 1.07 1.19
H 1.63 1.87 -0.33
H 0.59 0.04 -1.49
*
```

Calculated values
orbital gap (spin up / spin down) = 9.490 / 8.305 eV
energy relative to the best compared isomer or geometry (same formula, charge and spin) = 142.0 kcal/mol
lowest unoccupied orbital energy (spin up / spin down) = 0.89 / 0.43 eV



Molecular formula: C5H10BN
Method: DFT, wB97M-V/def2-TZVPD

The geometry in ORCA input format:
```
! wB97M-V def2-TZVPD RIJCOSX def2/J DEFGRID3
* xyz 0 1
B 0.37 0.43 0.02
C -2.19 0.16 -0.07
C -2.56 -1.07 -0.27
C -1.05 1.10 0.29
C 1.48 1.54 -0.04
C 1.27 -2.13 -0.05
N 0.45 -0.88 -0.13
H -3.00 1.00 -0.32
H -1.86 -1.92 -0.38
H -0.98 1.31 1.38
H -1.25 1.95 -0.25
H 0.99 2.44 -0.51
H 2.44 1.17 -0.61
H 1.55 1.97 1.00
H 1.76 -1.99 0.86
H 0.64 -2.95 0.05
H 1.96 -2.12 -0.97
*
```

Calculated values
orbital gap (spin up / spin down) = 5.905 / 3.071 eV
energy relative to the best compared isomer or geometry (same formula, charge and spin) = 194.4 kcal/mol
lowest unoccupied orbital energy (spin up / spin down) = -2.06 / -3.36 eV



no.,electronic energy (Ha)
1,-3284.04558
2,-2711.70567
3,-10724.07748
4,-196.38942
5,-196.29230
6,-196.39716
7,-196.28206
8,-275.83819